DFT (wB97M-V/def2-TZVPD) results for a structure of composition C54H47BrInN2O3P2S3Se at a distorted geometry.

Charge: +1
Kohn-Sham gap: 7.42 eV
Energy above the lowest of the compared OMol25 structures with the same formula, charge and spin: 4.576 eV
LUMO energy: -2.75 eV
HOMO: -10.168 eV

Geometry as XYZ:
```
114
Properties=species:S:1:pos:R:3:forces:R:3:mulliken_charge:R:1
H 0.89949 1.88617 -3.97116 -0.0367 -0.0230 -0.0388 0.194
C -2.00048 -3.82625 0.13093 -0.2595 0.4248 -0.1990 0.176
H -4.77704 -2.58189 -1.36902 -0.0077 0.0229 0.0619 0.527
C -6.28830 0.94332 -0.65258 -0.0466 0.0222 -0.0416 -0.608
H -3.73961 -0.18614 1.25950 0.0497 0.0222 0.0113 0.425
H -5.64069 -4.76872 -0.67123 0.0564 0.0050 0.0163 0.436
H 4.26700 0.69188 5.54713 -0.0119 -0.0536 -0.0207 0.438
H 0.56752 0.21426 -5.90755 -0.0575 0.0260 -0.0465 0.672
N -0.10248 2.02551 -4.03903 0.0651 0.0225 0.0625 -0.297
C -0.80576 0.77148 -4.24808 -0.1206 0.0603 0.1240 -0.335
H 7.86159 -0.12028 -1.64001 -0.0323 -0.0148 -0.0089 0.451
H -2.32919 3.49986 -3.96092 -0.0085 0.0916 0.0057 0.254
S -0.29191 -3.32441 0.34759 -0.2859 -0.6952 0.7216 1.750
S -2.44547 1.27185 -4.87384 -0.0239 -0.1337 0.0561 -0.182
C -5.77829 0.62993 -1.90226 0.0793 -0.0423 -0.0520 -0.876
C -2.44689 -0.17498 5.35554 -0.0138 -0.0307 -0.0102 -0.415
H -1.05412 3.46577 1.52518 -0.0808 -0.0026 0.0106 0.453
Br 3.99287 -3.29001 -1.93280 0.0752 0.0150 -0.0391 -0.145
H 3.74673 5.13660 -2.04876 -0.0236 0.0124 -0.0202 0.428
C -5.54820 0.64940 0.48556 0.0275 -0.0329 -0.0140 -0.557
C -0.50702 3.02460 -5.01639 -0.0364 -0.0230 0.0693 -0.786
C 1.46977 6.19270 -1.47084 -0.0007 -0.0212 -0.0047 -1.086
H 3.74430 4.08587 -0.62928 -0.1022 0.1565 -0.1675 0.234
C 3.18311 4.36809 -1.52277 0.0013 0.1694 0.0689 -1.284
H 0.95198 -7.27756 2.92315 0.0030 0.0229 -0.0155 0.410
C 4.01073 -0.12369 4.88097 -0.0003 0.0961 -0.0313 -0.654
C 0.01221 -1.37294 5.87515 -0.0915 0.0338 0.0281 -0.133
C 4.86795 -1.63390 -1.62426 -0.1527 0.2267 0.0218 0.198
H 5.43975 -2.65502 3.14725 -0.0319 0.0406 0.0075 0.476
O 4.15106 2.34193 0.52177 -0.0138 -0.2356 -0.1232 -0.531
C -2.49346 -5.06149 0.53019 0.1070 0.0674 0.0023 -0.603
C -1.66104 -1.19033 -2.66323 -0.1318 0.3049 0.1599 0.389
C -0.08591 8.17160 -1.45798 0.0432 -0.1139 0.0140 -1.533
C -0.81028 -0.98030 6.92068 0.0244 -0.0239 0.0305 -0.802
C 0.86940 4.10184 -0.49914 -0.0432 -0.1388 -0.0218 0.989
H 6.82337 -2.34210 -2.15035 0.0071 0.0607 0.0309 0.472
C 0.82687 -6.20266 2.95301 -0.0227 -0.1682 -0.0188 -0.893
C -0.88705 -1.36269 -5.67702 0.0313 -0.0840 0.0617 -1.127
H -1.91857 -0.40588 3.27967 -0.0811 0.0747 -0.0154 0.273
C 4.67081 -1.99172 3.52683 -0.0726 -0.0887 -0.0753 -0.709
C -0.38756 -1.16586 4.55466 0.0061 0.0897 -0.1256 0.509
In 1.52007 -1.35653 -0.74589 0.1621 0.2466 -0.0312 1.441
C -4.30379 0.05124 0.36421 0.0485 0.0209 0.0428 -0.768
H -2.35891 4.27936 0.66414 0.0488 0.0082 0.0026 0.420
C -2.81363 -2.89282 -0.55414 0.2717 -0.2010 0.1785 0.015
C 2.33836 -1.35911 3.65027 0.0139 0.1179 -0.1393 0.265
C -4.12640 -3.26721 -0.84095 0.1572 -0.0553 0.0176 -0.326
C 0.36010 -5.53279 1.84137 0.0304 0.0697 -0.2165 -0.755
H 6.03015 -0.82930 4.71342 -0.0420 -0.0201 -0.0001 0.413
H -5.94656 0.88066 1.46556 0.0359 0.0017 -0.0112 0.455
C -4.61383 -4.50495 -0.44575 -0.1109 0.0157 -0.0475 -0.866
N 4.08500 -0.65162 -1.22798 0.0985 0.2021 0.1510 0.202
C -2.01685 3.04084 -4.89542 -0.0273 -0.1434 -0.0060 -0.467
H -0.49362 -1.13825 7.94466 0.0116 0.0039 -0.0445 0.406
C 3.74674 1.58680 -0.31678 0.0395 -0.1526 0.2688 0.453
C -2.08444 -2.08281 -3.57014 0.0207 0.0934 -0.0052 0.101
H -2.51698 3.51249 -5.73931 0.0232 -0.0180 0.0249 0.466
H -0.53473 0.55138 -2.08205 0.0819 0.1245 0.0258 0.832
C 1.02648 -4.11970 4.12982 -0.1056 -0.0152 -0.1403 0.291
C -2.03496 -0.37552 6.66429 -0.0147 -0.0038 -0.0323 -0.572
C 5.00100 -0.97310 4.40767 0.0550 0.0873 -0.0009 -0.551
H 1.33539 -3.58184 5.01642 -0.0171 -0.0393 -0.0471 0.177
C 6.23554 -1.50399 -1.80196 0.0474 -0.1037 -0.0679 -0.685
H 3.11262 3.49187 -2.17122 0.0171 0.0878 -0.0058 0.172
H -0.22331 2.77095 -6.04614 0.0284 0.0181 -0.0273 0.280
H -2.76304 -2.85719 -3.22840 -0.0220 -0.0011 -0.0533 0.419
H -1.63013 2.81716 -0.01620 -0.0150 0.0289 0.0226 0.322
C -0.40779 4.59080 -0.20071 -0.0287 -0.1429 0.0184 0.710
H -4.16659 -0.23774 -2.99917 0.1286 -0.0287 -0.2048 0.385
C 5.99655 0.76026 -1.04857 0.0200 0.1741 0.0565 -0.739
C 3.34882 -2.18204 3.14398 -0.0213 0.1055 0.1432 -0.557
H -2.66159 -0.05322 7.48673 0.0113 -0.0342 -0.0258 0.388
C -0.68161 -0.08022 -2.95594 -0.0455 -0.0980 -0.1014 -0.843
H 6.41210 1.72224 -0.77865 -0.0564 -0.0463 0.0117 0.539
H -4.20502 -6.34451 0.58234 0.0294 0.0409 -0.0473 0.418
C -1.62293 -0.56790 4.30921 0.0661 -0.0253 0.0234 -0.627
C 2.69053 -0.30286 4.49317 -0.0127 -0.1413 -0.0891 -0.887
C 1.14479 -5.49587 4.10193 0.0320 -0.0157 0.2211 -0.943
C 6.79664 -0.27140 -1.51725 0.0943 -0.0729 -0.0144 -0.503
H 1.92508 0.37233 4.85410 0.0181 0.0117 0.0581 0.562
C -3.78326 -0.27851 -0.89027 0.1596 -0.0771 0.1036 0.441
C -1.42088 3.74193 0.53056 0.0863 0.0380 -0.1131 -2.075
C -1.73877 -2.13699 -4.98975 0.0519 -0.0054 -0.0704 -0.609
H -1.70025 6.28268 -0.32977 0.0659 -0.0050 0.0254 0.327
O 2.48622 1.52977 -0.79217 -0.0020 0.1388 0.2599 -0.131
H 1.51149 -6.02061 4.97619 -0.0077 0.0226 -0.0392 0.443
H -0.06923 3.98793 -4.75396 0.0222 0.0019 0.0093 0.441
H -2.23806 -2.91890 -5.55165 0.0036 0.0298 0.0362 0.450
C 0.55930 -3.40517 3.02249 -0.2108 -0.3659 -0.5144 -0.675
Se 1.16140 2.35336 0.24545 0.1229 -0.2403 -0.0963 0.559
C 4.64100 0.53053 -0.91947 -0.1530 -0.3313 -0.1606 -0.120
C 0.22230 6.72636 -1.16829 -0.0083 -0.0083 -0.0046 0.501
H 0.15776 -6.07251 0.92338 0.0975 0.0433 0.0278 0.646
C -0.06402 -0.23686 -5.14597 0.2253 -0.2368 0.0048 -0.201
H 0.27348 8.46236 -2.44548 -0.0379 0.0040 0.0054 0.372
H -1.15605 8.36645 -1.39934 0.0210 0.0175 -0.0270 0.367
C 1.81727 4.88400 -1.15382 0.1710 0.0238 -0.1347 0.980
H 0.41403 8.81070 -0.72721 -0.0318 0.0232 -0.0138 0.313
C 0.18807 -4.14995 1.87582 0.2878 0.3557 0.5541 0.431
H -0.74455 -1.58074 -6.72990 -0.0674 -0.0037 0.0292 0.404
C -3.80837 -5.39265 0.24977 -0.0461 -0.0770 0.0071 -1.011
C -4.53461 0.01647 -2.02130 -0.0909 0.0414 0.0923 -0.071
C -0.70930 5.89907 -0.55483 -0.0522 0.0827 0.0273 -1.187
H 0.97327 -1.81853 6.09703 0.0046 0.0583 0.0068 0.341
S 0.92784 -0.77329 -3.64561 -0.1945 0.1930 0.0139 -0.310
H 3.09827 -2.99662 2.47429 0.0295 -0.0350 -0.0089 0.500
H -3.40118 0.29512 5.15002 0.0424 -0.0182 0.0038 0.453
P -2.17044 -1.18215 -0.88385 -0.3231 -0.0458 -0.2352 1.088
P 0.60557 -1.55156 3.06135 0.0766 -0.1816 -0.0847 0.951
H -1.86267 -5.75728 1.06787 -0.1894 0.0909 -0.0418 0.427
H -7.26280 1.40905 -0.56511 0.0539 -0.0123 0.0082 0.389
H -6.34812 0.84792 -2.79770 0.0082 0.0104 0.0463 0.455
H 2.21502 6.81916 -1.95212 -0.0562 -0.0339 -0.0234 0.377
O 0.50387 -3.99025 -0.74358 0.0821 0.2602 -0.0758 -0.907
```
Forces are in eV/Å.